DFT (the ωB97M-V functional and the def2-TZVPD basis) results for a cluster of 2 separate species, C4H9ClNO2 in total.

E_LUMO ... -4.70 eV
Kohn-Sham gap ... 8.562 eV
Total charge ... +1
Calculated total energy ... -822.87305 a.u.

The geometry in XYZ format:
```
17
Properties=species:S:1:pos:R:3:forces:R:3:mulliken_charge:R:1
C -2.593138 1.280914 2.835954 -0.592 -0.222 -0.158 0.024
C 0.630426 -1.350648 -1.476797 1.382 -2.125 2.013 -1.320
C -0.031930 0.216608 0.393911 3.193 2.587 0.006 -0.215
C 0.517411 0.059606 -1.000147 3.095 0.119 0.921 0.505
N 0.595519 0.972148 1.255053 0.776 -0.714 -1.340 -0.075
O -3.458654 1.375651 3.780022 -1.232 0.330 -0.157 -0.308
O 1.786688 0.697278 -1.028638 2.330 -0.909 -0.965 -0.588
Cl -1.302228 2.436004 3.241424 -0.031 0.023 0.444 -0.178
H 1.379598 -1.536832 -2.251893 -0.620 0.643 -0.456 0.389
H -0.326831 -1.734330 -1.695969 -0.997 -0.652 -0.722 0.369
H 1.066308 -2.057430 -0.670855 -0.824 1.282 -0.744 0.385
H -0.964084 -0.189701 0.515877 -2.308 -0.821 1.243 0.457
H -0.029091 0.700408 -1.620070 -1.937 0.594 -1.069 0.298
H 0.401827 1.309930 2.187124 -1.638 -0.681 0.372 0.210
H -4.381963 1.025743 3.569758 1.809 -0.017 0.049 0.455
H 1.520600 1.381947 1.050475 -0.397 -0.687 -1.125 0.260
H 2.456497 0.211344 -1.644016 -2.010 1.248 1.685 0.331
```
Positions in Å, forces in eV/Å.